A cluster of 3 separate species, C11H30NO6PS in total at a distorted geometry. Source: OMol25; level of theory: ωB97M-V/def2-TZVPD.

Computed properties:
Frontier orbital gap ... 9.4 eV
Net charge ... 0
2S+1 ... 1
Structure (SMILES) ... CO[C@@H](CNS)[PH2]=O.COCCOC.COCCOC
HOMO energy ... -0.324 Eh
Energy ... -45788.3230 eV

Each line ends with the Mulliken charge.
CARTESIAN COORDINATES (ANGSTROEM)
C: -0.61 -0.21 -1.77  -0.8718
O: 0.35 -0.26 -0.74  -0.2742
C: -0.25 -0.48 0.52  -0.1155
C: -1.00 0.73 1.10  -0.1068
N: -0.23 1.32 2.24  -0.5160
S: 1.27 2.01 1.64  -0.1347
P: -1.36 -1.98 0.60  0.4605
O: -1.67 -2.25 2.07  -0.6739
H: -0.16 0.25 -2.65  0.2964
H: -1.49 0.39 -1.51  0.3617
H: -0.92 -1.23 -2.06  0.3456
H: 0.57 -0.72 1.21  0.1563
H: -1.19 1.53 0.38  0.0983
H: -1.93 0.35 1.55  0.3698
H: -0.77 2.11 2.57  0.3370
H: 2.04 0.88 1.57  0.1316
H: -2.61 -1.78 -0.04  0.1024
H: -0.63 -3.08 0.08  0.0326
C: 1.62 -4.68 3.00  -0.8727
O: 1.88 -3.63 2.08  -0.1974
C: 2.99 -2.83 2.46  -0.1397
C: 4.23 -3.19 1.66  -0.6122
O: 4.69 -4.50 1.96  -0.3803
C: 4.30 -5.45 0.98  -0.6823
H: 0.93 -5.38 2.52  0.2451
H: 2.54 -5.22 3.26  0.3971
H: 1.16 -4.29 3.90  0.2959
H: 3.18 -2.91 3.53  0.3660
H: 2.72 -1.79 2.24  0.0474
H: 5.03 -2.50 1.93  0.3850
H: 4.05 -3.08 0.59  0.3299
H: 4.93 -5.34 0.09  0.3255
H: 3.25 -5.35 0.71  0.2693
H: 4.47 -6.44 1.40  0.2449
C: -3.65 5.93 -2.12  -0.6939
O: -2.45 5.72 -2.85  -0.3767
C: -1.44 5.08 -2.08  -0.7357
C: -1.35 3.60 -2.40  -0.3107
O: -2.52 2.91 -2.00  -0.3529
C: -3.40 2.65 -3.09  -0.8762
H: -4.43 6.19 -2.83  0.2456
H: -3.95 5.03 -1.57  0.2920
H: -3.52 6.76 -1.41  0.3277
H: -1.61 5.23 -1.01  0.3374
H: -0.49 5.56 -2.34  0.3911
H: -0.51 3.17 -1.84  0.3715
H: -1.15 3.45 -3.46  0.3806
H: -3.01 1.83 -3.70  0.3190
H: -3.54 3.54 -3.71  0.3993
H: -4.36 2.36 -2.68  0.2608